Entry from OMol25: C5H9NO in the gas phase at a distorted geometry (ωB97M-V/def2-TZVPD).

Energy, eV: -8864.9240
Energy relative to the best compared isomer or geometry (same formula, charge and spin), kJ/mol: 413.8

The geometry in ORCA input format:
```
! wB97M-V def2-TZVPD RIJCOSX def2/J DEFGRID3
* xyz 0 1
C 2.01 1.54 -0.09
C 1.75 0.11 0.37
N 0.31 -0.12 0.50
C -0.15 -0.75 -0.55
C -1.59 -0.69 -0.77
C -2.54 -1.33 0.15
O -2.43 0.08 0.10
H 3.07 1.69 -0.34
H 1.74 2.29 0.66
H 1.42 1.74 -0.99
H 2.31 -0.13 1.28
H -0.27 0.37 1.19
H 1.81 -0.61 -0.49
H -1.84 -0.65 -1.83
H -3.45 -1.75 -0.26
H -2.15 -1.80 1.05
*
```